DFT (ωB97M-V/def2-TZVPD) results for a 2-piece molecular cluster, C12H22ClN2O3 overall.

Positions of all 40 atoms, in Å:
O  5.6964  -0.0746  -1.6551
C  4.5947  -0.5325  -1.0209
Cl  4.6819  -1.2404  0.6912
C  3.1182  -0.4358  -1.7953
C  2.3521  0.8571  -1.1385
C  2.7025  2.1479  -2.1426
C  1.6673  3.3617  -1.7601
N  1.0513  3.2629  -0.3785
C  0.2004  2.0278  -0.1505
C  0.7167  0.7533  -1.1025
C  0.1177  -0.6070  -0.4124
O  -1.3389  -0.6626  -0.7697
O  -1.3080  -1.2524  -1.9603
H  3.3426  -0.2708  -2.9403
H  2.5747  -1.4625  -1.6551
H  2.8106  1.1619  -0.0792
H  2.4159  1.7557  -3.2331
H  3.8386  2.4400  -2.1238
H  2.3078  4.3677  -1.7605
H  0.7930  3.4916  -2.5495
H  0.4518  4.1332  -0.2587
H  1.7754  3.2748  0.3954
H  0.4105  1.6819  0.9724
H  -0.9568  2.2166  -0.2397
H  0.2048  0.9353  -2.1524
H  0.1769  -0.6210  0.7728
H  0.5731  -1.6109  -0.8052
H  -1.3044  -0.5522  -2.6814
C  -4.0963  -3.2897  3.6518
C  -4.3285  -2.0274  2.8320
C  -3.4108  -1.9222  1.6149
C  -1.9982  -1.7780  1.9910
N  -0.8809  -1.6699  2.2876
H  -3.0894  -3.3104  4.0805
H  -4.8111  -3.3375  4.4795
H  -4.2282  -4.1861  3.0375
H  -4.2036  -1.1498  3.4779
H  -5.3700  -2.0241  2.4870
H  -3.7109  -1.0505  1.0212
H  -3.5388  -2.8013  0.9725

Summary:
**HOMO level**: -0.489 Ha
**Charge**: +1
**Relative energy (zero: lowest compared OMol25 entry of this formula, charge and spin)**: 459.8 kJ/mol

***

DFT (ωB97M-V/def2-TZVPD) results for C2H6BrCl5HfN2O24 as an isolated structure.

Positions of all 41 atoms, in Å:
Hf  -0.4911  0.0072  -0.1868
Cl  -2.7847  3.0761  -0.0578
O  -2.0788  4.2167  0.4454
O  -3.1681  3.2793  -1.4160
O  -1.8195  1.9464  0.0181
O  -3.9083  2.7338  0.7506
Cl  1.1806  -1.1524  -3.3037
O  2.4290  -0.9885  -2.6260
O  0.9411  -0.0989  -4.2335
O  1.0916  -2.4401  -3.9077
O  0.1051  -1.0590  -2.2584
Cl  -3.9128  -1.2891  -1.4681
O  -4.2054  -0.6256  -2.6970
O  -3.8915  -2.7094  -1.6375
O  -2.5482  -0.9032  -1.0342
O  -4.8299  -0.8997  -0.4450
Cl  2.5785  -1.3025  1.5209
O  1.9585  -2.4504  2.1170
O  1.6253  -0.7451  0.5346
O  2.8301  -0.2619  2.4769
O  3.7845  -1.6605  0.8567
Cl  1.8358  2.9058  -1.0987
O  3.1409  2.5455  -0.6425
O  1.0390  1.6626  -1.1359
O  1.1806  3.8088  -0.1836
O  1.8548  3.4975  -2.3926
Br  -1.5602  -0.8066  2.1856
C  1.6059  3.1474  2.7014
N  0.3694  2.3952  2.3926
O  0.4067  1.5608  1.5064
O  -0.6028  2.6351  3.0588
H  2.5075  2.6834  2.3190
H  1.5908  3.2993  3.7730
H  1.4506  4.0727  2.1442
C  0.3883  -4.6999  0.6614
N  -0.3743  -3.7985  -0.2324
O  -0.3193  -2.6060  0.0083
O  -1.0885  -4.2888  -1.0671
H  1.4169  -4.3555  0.5944
H  0.2847  -5.7134  0.2933
H  -0.0125  -4.6188  1.6660

Summary:
**HOMO level**: -0.189 Ha
**Charge**: -2
**Relative energy (zero: lowest compared OMol25 entry of this formula, charge and spin)**: 11.5 kJ/mol

***

DFT (ωB97M-V/def2-TZVPD) results for one molecule with the formula C22H24N4O3.

Positions of all 53 atoms, in Å:
C  -0.1458  4.2900  -0.9135
C  1.3068  3.9966  -0.5801
O  1.7222  2.8559  -1.3271
C  2.6753  2.0837  -0.7619
O  3.1827  2.3192  0.3086
N  3.0378  1.0525  -1.5756
C  2.1626  0.6235  -2.6437
C  1.0249  -0.2304  -2.0501
N  1.4456  -0.7185  -0.7483
C  0.4642  -1.5972  -0.1396
C  0.8794  -2.0501  1.2396
C  0.4938  -3.2990  1.7109
C  0.8307  -3.6674  3.0026
C  1.5439  -2.7654  3.7767
N  1.9159  -1.5746  3.3393
C  1.5895  -1.2247  2.1093
C  -0.8485  -0.8678  0.0552
C  -0.8581  0.4487  0.5510
C  -2.0231  1.1251  0.7807
C  -3.2621  0.5057  0.5246
C  -4.5183  1.1131  0.7260
C  -5.6592  0.4106  0.4417
C  -5.5453  -0.9023  -0.0460
N  -4.4027  -1.5004  -0.2450
C  -3.2692  -0.8224  0.0312
C  -2.0445  -1.5053  -0.1949
O  -2.1021  -2.7752  -0.6575
C  2.7888  -1.2587  -0.8425
C  3.7486  -0.0587  -0.9718
H  -0.2498  4.5114  -1.9725
H  -0.7648  3.4279  -0.6781
H  -0.4869  5.1451  -0.3371
H  1.9487  4.8441  -0.8482
H  1.4395  3.7884  0.4870
H  1.7679  1.4934  -3.1653
H  2.7683  0.0391  -3.3410
H  0.7778  -1.0609  -2.7372
H  0.1283  0.3776  -1.9144
H  0.2716  -2.4887  -0.7664
H  -0.0674  -3.9667  1.0723
H  0.5467  -4.6310  3.3971
H  1.8342  -3.0021  4.7920
H  1.9239  -0.2450  1.7964
H  0.0947  0.9180  0.7395
H  -2.0125  2.1334  1.1677
H  -4.5627  2.1256  1.1024
H  -6.6364  0.8450  0.5848
H  -6.4293  -1.4815  -0.2804
H  -3.0496  -2.9767  -0.7608
H  2.8905  -1.9347  -1.7099
H  3.0257  -1.8283  0.0556
H  4.0939  0.2734  0.0080
H  4.6136  -0.3133  -1.5913

Summary:
**HOMO level**: -0.305 Ha
**Charge**: 0
**Relative energy (zero: lowest compared OMol25 entry of this formula, charge and spin)**: 119.9 kJ/mol

***

DFT (ωB97M-V/def2-TZVPD) results for C12H15BeF6N6O4S2 as an isolated structure.

Positions of all 46 atoms, in Å:
Be  -0.3315  3.4716  -0.0003
C  1.3030  -0.2363  -2.1470
F  2.2637  -0.2045  -1.3014
F  1.7538  0.4835  -3.1089
F  1.1280  -1.5294  -2.5144
S  -0.3293  0.5098  -1.4135
O  -0.7515  1.5921  -2.3591
O  -1.3842  -0.4888  -1.3984
N  0.1305  1.1622  0.1319
S  0.4051  -0.0526  0.9898
O  0.6082  -1.3574  0.3216
O  1.3616  0.3337  2.0029
C  -1.2839  -0.2844  1.9122
F  -1.3330  0.6168  2.9214
F  -2.3710  -0.1246  1.1392
F  -1.3483  -1.5187  2.3674
C  3.5280  -4.0537  -2.3467
C  3.4723  -3.9627  -0.9407
N  3.5014  -3.8663  0.2165
H  4.0838  -4.9637  -2.5728
H  3.9263  -3.1144  -2.7302
H  2.5294  -4.0132  -2.7817
C  4.0340  2.3681  2.0088
C  2.9484  3.2094  1.5638
N  2.0304  3.8628  1.2022
H  4.9763  2.6185  1.5214
H  3.7891  1.3342  1.7657
H  4.1694  2.4867  3.0838
C  -3.7553  1.2940  -2.2197
C  -3.2497  2.1746  -1.1777
N  -2.8305  2.9958  -0.4010
H  -3.5285  0.2329  -2.1161
H  -3.2900  1.7999  -3.0657
H  -4.8339  1.4505  -2.2053
C  -0.7661  -4.7057  -2.1600
C  -1.4869  -4.4121  -0.9466
N  -1.9431  -4.2111  0.0836
H  -0.0940  -5.5574  -2.0554
H  -0.2253  -3.8365  -2.5343
H  -1.4931  -4.9471  -2.9354
C  -2.8113  4.0146  4.4037
C  -1.9137  3.6759  3.3307
N  -1.2903  3.4506  2.4040
H  -3.8295  3.7379  4.1304
H  -2.8378  5.0871  4.5963
H  -2.6313  3.4774  5.3349

Summary:
**HOMO level (spin up / spin down)**: -0.623 / -0.588 Ha
**Charge**: +2
**2S+1**: 2

***

DFT (ωB97M-V/def2-TZVPD) results for a 3-piece molecular cluster, C22H50N5O8S4 overall.

Positions of all 89 atoms, in Å:
C  -3.0966  -2.4838  1.4408
C  -3.3370  -0.8795  1.1990
C  -2.3837  -0.2015  0.0475
O  -1.7744  0.9658  0.3621
O  -2.1621  -0.7096  -1.3155
C  -0.8331  -1.3221  -1.4751
C  0.3407  -0.2463  -1.9616
N  0.0297  0.3721  -3.3317
C  0.9917  1.0317  -4.1078
N  0.5114  1.5884  -5.4359
C  0.0648  3.0295  -5.3353
C  -1.0862  3.3262  -4.2065
C  -1.3776  4.9453  -3.9636
S  0.1659  5.9341  -3.5504
C  0.8254  5.5081  -1.8361
S  1.0482  3.8932  -1.2586
N  1.2253  6.6161  -0.8875
C  0.7449  6.3898  0.5273
C  1.8691  5.8003  1.5637
C  2.6942  6.9649  -0.9686
C  3.1335  7.5086  -2.4823
N  2.3941  1.1298  -3.5491
C  3.1281  2.3686  -4.0161
N  4.5446  2.3491  -3.4805
C  4.7956  3.4683  -2.4746
H  -2.3470  -2.6563  2.3538
H  -2.7028  -3.0717  0.5022
H  -4.1689  -2.9492  1.6821
H  -3.1140  -0.2949  2.2119
H  -4.4740  -0.6335  0.9479
H  -0.4120  -1.8146  -0.4803
H  -0.8708  -2.1637  -2.3012
H  0.3436  0.5986  -1.1185
H  1.3724  -0.8252  -2.0175
H  -0.9716  0.3147  -3.6887
H  1.2907  1.5917  -6.1537
H  -0.4154  3.3023  -6.3928
H  1.0229  3.7215  -5.2494
H  -2.0995  2.8752  -4.5958
H  -0.8863  2.8576  -3.1530
H  -2.2707  5.0953  -3.2079
H  -1.7824  5.3439  -5.0134
H  0.4163  7.4595  0.9420
H  -0.2053  5.7042  0.6247
H  2.3732  6.6632  2.2163
H  2.6610  5.0813  1.0879
H  1.2714  5.1409  2.3592
H  3.2883  5.9421  -0.8334
H  3.0424  7.7812  -0.2054
H  2.3733  8.3206  -2.8505
H  3.0348  6.5819  -3.1998
H  4.2625  7.8499  -2.5324
H  2.9481  0.2632  -3.7104
H  3.1976  2.4675  -5.2004
H  2.5572  3.3564  -3.6650
H  5.2464  2.4034  -4.2684
H  5.7970  3.1954  -1.8937
H  4.9584  4.5239  -2.9651
H  3.9287  3.5479  -1.6615
O  -1.0102  -4.1340  4.5526
S  -0.2858  -3.2904  5.4767
O  1.0393  -3.6316  5.9516
O  -1.2348  -2.9729  6.7629
C  -1.7777  -4.0640  7.4938
C  -0.7306  -4.7195  8.3726
C  -0.2303  -1.6429  4.8204
H  -2.2416  -4.7897  6.8184
H  -2.5741  -3.6597  8.1290
H  0.0432  -5.2038  7.7706
H  -1.1836  -5.4843  9.0127
H  -0.2323  -3.9769  9.0032
H  -1.2311  -1.3573  4.4919
H  0.4573  -1.6424  3.9720
H  0.1353  -0.9654  5.5936
O  -3.9855  -7.6573  1.6947
S  -2.7574  -6.9112  1.5348
O  -2.6413  -5.8147  0.5956
O  -1.5321  -7.9533  1.2735
C  -1.6364  -8.8688  0.1918
C  -1.3968  -8.1847  -1.1398
C  -2.2309  -6.3327  3.1273
H  -2.6044  -9.3792  0.2086
H  -0.8660  -9.6334  0.3435
H  -2.1911  -7.4672  -1.3637
H  -1.3686  -8.9171  -1.9538
H  -0.4538  -7.6296  -1.1275
H  -2.2776  -7.1589  3.8389
H  -2.9087  -5.5337  3.4352
H  -1.2144  -5.9447  3.0453

Summary:
**HOMO level**: -0.398 Ha
**Charge**: +1
**Relative energy (zero: lowest compared OMol25 entry of this formula, charge and spin)**: 871.7 kJ/mol

***

DFT (ωB97M-V/def2-TZVPD) results for a 4-piece molecular cluster, C12H17Br6NO2 overall.

Positions of all 38 atoms, in Å:
O  1.6795  -3.5989  3.9249
N  2.3328  -2.5489  4.0843
O  2.1724  -1.6863  5.0217
C  3.2683  -2.1979  2.9447
C  3.9085  -0.9590  2.9399
C  4.9367  -0.7115  2.0293
C  5.3423  -1.6534  1.0254
C  4.5842  -2.8169  0.9843
C  3.5683  -3.0903  1.9331
H  3.7963  -0.1129  3.6017
H  5.4147  0.2557  1.9817
H  6.2333  -1.5141  0.4312
H  4.8432  -3.5369  0.2221
H  2.8634  -3.9066  1.8779
Br  -3.2809  4.2711  6.8151
C  -2.5028  2.5101  7.4529
C  -3.0309  2.1869  8.8614
Br  -2.1243  3.5053  10.1385
H  -1.4192  2.6276  7.4633
H  -2.8707  1.7986  6.7137
H  -2.7808  1.1745  9.1784
H  -4.0853  2.3271  9.0996
Br  -2.8735  -4.0875  -10.3762
C  -3.0368  -2.1115  -10.4413
C  -3.6552  -1.7621  -11.8059
Br  -3.6496  0.1563  -12.0927
H  -2.0116  -1.7417  -10.4258
H  -3.5812  -1.6858  -9.5984
H  -4.6808  -2.1314  -11.8140
H  -3.1447  -2.2100  -12.6584
Br  -1.7695  2.1967  -3.1136
C  -0.4728  2.3406  -1.6413
C  -1.0839  3.4068  -0.7085
Br  0.3446  4.0439  0.5566
H  0.4990  2.5760  -2.0753
H  -0.4052  1.3555  -1.1798
H  -1.9295  3.0029  -0.1518
H  -1.3985  4.3281  -1.1987

Summary:
**HOMO level**: -0.367 Ha
**Charge**: 0
**Relative energy (zero: lowest compared OMol25 entry of this formula, charge and spin)**: 115.8 kJ/mol

***

DFT (ωB97M-V/def2-TZVPD) results for one molecule with the formula C5H9O7.

Positions of all 21 atoms, in Å:
H  1.2626  1.4351  1.7652
C  1.6241  1.4031  0.3399
O  2.4946  1.9490  -0.2075
C  0.6350  0.3369  -0.2522
C  1.2825  -0.7324  -1.0424
C  -0.3246  -0.1201  0.9564
C  -1.0452  -1.4594  0.7516
O  -1.8466  -1.3980  -0.4116
O  -2.9056  -0.3846  -0.0372
O  0.3587  -0.0635  2.2325
O  0.7149  1.2998  2.5796
O  -0.2666  1.1174  -1.0651
O  0.5457  1.7978  -2.1624
H  1.9318  -1.3425  -0.4002
H  0.4377  -1.2925  -1.4350
H  1.9084  -0.2817  -1.8182
H  -1.0594  0.6415  1.1331
H  -0.2607  -2.2309  0.6238
H  -1.6536  -1.6370  1.6507
H  -3.7130  -0.8820  -0.2806
H  -0.1209  1.8442  -2.9205

Summary:
**HOMO level (spin up / spin down)**: -0.307 / -0.368 Ha
**Charge**: 0
**2S+1**: 2
**Relative energy (zero: lowest compared OMol25 entry of this formula, charge and spin)**: 259.8 kJ/mol

***

DFT (ωB97M-V/def2-TZVPD) results for one molecule with the formula C4H6N2.

Positions of all 12 atoms, in Å:
C  1.4476  -0.2223  0.2358
C  0.0066  0.2086  0.0824
C  -0.1740  1.5254  -0.5145
N  -0.2871  2.4593  -1.1894
C  -1.1057  -0.6933  -0.3370
N  -0.9014  -0.3720  1.0622
H  1.9962  -0.1087  -0.7021
H  1.4773  -1.2662  0.5573
H  1.9370  0.3813  1.0086
H  -1.9342  -0.2048  -0.8501
H  -0.8755  -1.6958  -0.6786
H  -1.6074  0.2560  1.4289

Summary:
**HOMO level**: -0.377 Ha
**Charge**: 0
**Relative energy (zero: lowest compared OMol25 entry of this formula, charge and spin)**: 159.1 kJ/mol